A structure of composition C44H57N5ORbS4Si2Te2 in a non-equilibrium geometry, computed with ωB97M-V with the def2-TZVPD basis set.

Calculated values
- ⟨S²⟩ = 0.783
- ΔE to the lowest compared entry with this formula, charge and spin (kcal per mole) = 80.4
- charge = -2
- multiplicity = 2
- DFT total energy (a.u.) = -4791.752556

Positions of all 116 atoms, in Å:
Rb -1.1056 0.1297 -1.2841
S 0.4741 -0.1907 1.3868
C 0.5537 1.3724 2.2341
C 1.2394 1.4099 3.4268
C 1.3426 2.5785 4.1891
C 2.1056 2.5881 5.3540
N 2.7610 2.5909 6.3054
C 0.6852 3.7537 3.7192
C 0.0511 3.7194 2.4876
C 0.0067 2.5722 1.6832
S -0.6546 2.7416 0.1334
C 0.6712 4.9287 4.4762
N 0.6350 5.8971 5.1051
H 1.7039 0.5015 3.7865
H -0.4118 4.6133 2.0942
C -1.0156 4.1747 -3.4669
C -1.5716 3.1088 -4.3307
N -1.4729 1.8432 -4.1219
C -2.1254 1.0890 -5.0486
C -2.7439 1.8245 -6.0449
S -2.5030 3.5243 -5.7818
C -2.1419 -0.3378 -4.9208
C -2.8356 -1.2221 -5.7303
S -2.5773 -2.8588 -5.2103
C -1.5390 -2.2214 -3.9253
N -1.4325 -0.9380 -3.9288
C -0.8767 -3.1218 -2.9494
H -0.5834 3.7257 -2.5759
H -1.8051 4.8617 -3.1635
H -0.2512 4.7488 -3.9918
H -3.3157 1.4910 -6.8849
H -3.4823 -1.0200 -6.5575
H -0.9018 -4.1505 -3.3011
H -1.3805 -3.0759 -1.9800
H 0.1597 -2.8103 -2.8082
C 0.9589 1.1736 -7.5386
Si 2.6527 1.5034 -6.7336
C 2.8007 3.3425 -6.2358
C 4.0323 1.1706 -8.0302
C 2.8932 0.3790 -5.2336
Te 1.4014 0.8953 -3.7097
C 2.7462 0.2714 -2.1162
Si 3.8526 1.6964 -1.5437
C 2.8041 3.2551 -1.2872
C 5.1988 2.0660 -2.8611
C 4.7465 1.2116 0.0689
H 0.7554 1.8559 -8.3591
H 0.1670 1.2881 -6.8046
H 0.8961 0.1608 -7.9258
H 2.3959 3.9981 -7.0019
H 3.8349 3.6305 -6.0670
H 2.2491 3.5214 -5.3165
H 3.9257 1.8183 -8.8952
H 4.0075 0.1442 -8.3819
H 5.0156 1.3484 -7.6057
H 3.8780 0.5052 -4.7965
H 2.7760 -0.6691 -5.4989
H 3.3023 -0.5995 -2.4581
H 2.1096 -0.0382 -1.2879
H 2.4226 3.6389 -2.2294
H 3.3654 4.0494 -0.8065
H 1.9436 3.0362 -0.6594
H 4.7645 2.4867 -3.7618
H 5.7394 1.1665 -3.1403
H 5.9255 2.7771 -2.4805
H 4.0186 0.9748 0.8369
H 5.3686 2.0194 0.4404
H 5.3796 0.3407 -0.0682
C -4.4204 -2.0009 -0.8404
C -3.3396 -1.9784 0.2190
O -3.1487 -3.0690 0.8928
N -2.6495 -0.9163 0.4229
Te -1.3131 -1.8703 1.7785
C 0.0006 -2.6430 3.5606
C 0.6821 -3.8445 3.3386
C 0.3436 -4.7368 2.1706
C 1.6500 -4.2957 4.2302
C 1.9888 -3.5612 5.3531
C 3.0688 -4.0164 6.2924
C 1.3095 -2.3766 5.5893
C 0.3160 -1.9360 4.7263
C -0.4604 -0.7084 5.1024
C -2.7960 -1.4398 3.2890
C -3.2950 -0.1512 3.4655
C -2.8382 1.0136 2.6495
C -4.2270 0.0894 4.4683
C -4.6621 -0.9132 5.3142
C -5.6061 -0.6024 6.4409
C -4.1816 -2.1981 5.1075
C -3.2671 -2.4758 4.0975
C -2.7848 -3.8810 3.9217
H -4.6711 -3.0339 -1.0727
H -4.0759 -1.4779 -1.7326
H -5.2999 -1.4917 -0.4509
H -0.4045 -4.2726 1.5276
H -0.0553 -5.6852 2.5349
H 1.2337 -4.9492 1.5777
H 2.1454 -5.2408 4.0355
H 3.1465 -5.1023 6.2950
H 2.8568 -3.6706 7.3025
H 4.0330 -3.6049 5.9885
H 1.5607 -1.7890 6.4662
H 0.1182 -0.0433 5.7416
H -1.3596 -1.0005 5.6471
H -0.7674 -0.1592 4.2176
H -1.8711 0.8124 2.1963
H -2.7677 1.9168 3.2586
H -3.5422 1.2066 1.8378
H -4.6007 1.0975 4.5951
H -5.6376 0.4695 6.6246
H -5.2922 -1.0998 7.3577
H -6.6141 -0.9408 6.2009
H -4.5176 -3.0007 5.7560
H -3.5040 -4.5882 4.3379
H -1.8267 -4.0192 4.4238
H -2.6478 -4.0805 2.8620

Forces on the atoms, in the same order (eV/Å):
0.35 0.43 -0.90
1.24 1.79 0.58
0.15 -1.37 -1.53
0.46 0.68 1.24
-0.61 -0.77 -1.29
0.71 -0.10 0.99
-0.01 -0.01 0.08
0.20 -0.19 0.31
-0.20 -0.69 -0.77
0.09 1.24 1.17
-0.53 0.35 -1.29
-0.01 0.24 0.24
0.02 0.45 0.21
0.08 -0.03 0.04
0.03 0.08 0.02
0.09 0.10 0.13
-0.43 0.39 -0.67
-0.12 0.28 0.59
-0.85 1.62 -1.44
0.55 0.24 0.82
0.37 -1.14 0.56
-0.90 -1.91 -1.03
0.57 -0.12 0.79
0.46 1.25 0.41
-0.48 -0.30 -0.63
0.04 -0.44 0.27
0.05 -0.06 0.17
0.08 0.01 0.17
0.01 0.02 0.06
0.05 -0.02 -0.01
-0.12 -0.23 -0.20
-0.15 0.17 -0.23
0.05 -0.07 0.07
-0.02 -0.03 0.03
-0.02 -0.01 -0.01
0.58 0.08 0.35
0.42 0.26 -0.30
-0.17 -0.69 -0.10
-0.59 0.05 0.48
-0.59 0.47 -0.34
1.41 -0.50 -0.12
0.01 0.54 0.00
0.21 0.55 0.25
0.43 -0.59 -0.07
-0.51 -0.27 0.38
-0.40 0.10 -0.63
0.03 0.17 -0.12
-0.23 0.06 0.17
0.04 -0.23 -0.04
-0.08 0.06 -0.21
0.20 -0.03 0.05
-0.07 0.04 0.15
-0.07 0.17 -0.17
-0.03 -0.25 -0.06
0.17 0.06 0.16
0.12 0.16 0.14
-0.07 -0.11 -0.01
-0.06 -0.08 -0.12
-0.06 0.00 0.16
-0.04 0.01 -0.20
0.25 0.13 0.13
-0.23 -0.07 0.14
-0.16 0.12 -0.22
0.14 -0.24 -0.05
0.09 0.18 0.15
-0.23 -0.05 0.20
0.11 0.23 0.02
0.13 -0.22 -0.08
0.02 -0.17 0.00
-0.35 -0.42 0.03
-1.12 -0.70 -0.47
-0.51 0.06 0.25
0.15 -0.31 1.24
0.19 -0.06 -0.04
-0.16 0.13 -0.01
-0.03 0.03 -0.02
0.05 0.06 0.08
0.04 -0.11 0.02
-0.02 0.07 -0.12
-0.01 -0.05 -0.01
-0.07 0.17 0.01
0.07 0.09 0.10
-0.15 -0.16 -0.19
0.06 0.08 -0.10
-0.01 0.12 -0.13
0.00 -0.15 0.04
0.08 0.05 0.07
-0.01 -0.09 -0.10
-0.01 0.09 -0.01
0.03 -0.06 0.07
0.02 -0.14 0.11
-0.12 -0.04 -0.12
-0.10 0.08 -0.13
-0.13 0.04 -0.06
0.13 -0.30 -0.01
-0.03 -0.12 -0.03
0.05 -0.07 -0.12
0.10 -0.14 0.01
0.06 -0.10 0.06
0.08 -0.03 0.12
0.11 -0.02 0.07
-0.03 0.06 0.07
0.08 0.06 0.05
-0.15 0.07 0.01
0.00 0.12 0.06
-0.12 0.24 -0.04
0.08 -0.02 0.04
0.12 -0.02 -0.06
0.01 0.13 0.06
-0.05 0.06 0.05
-0.02 -0.03 0.09
-0.15 -0.01 0.06
0.00 -0.09 0.01
-0.05 -0.05 -0.04
-0.02 -0.08 0.01
-0.03 -0.22 -0.05